ORCA calculation (wB97M-V/def2-TZVPD) on a molecular structure, C36H47N5OsP2.

Summary:
Expectation value of S²: 6.059
E_LUMO (alpha / beta): -0.2013 / -0.3306 Ha
Spin multiplicity: 5
Frontier orbital gap (alpha / beta): 0.2455 / 0.1031 Eh
Total charge: +2
E_HOMO (alpha / beta): -12.2 / -11.8 eV

Positions of all 91 atoms, in Å:
Os 0.01 -0.27 1.70
C -1.03 2.09 2.64
C -1.67 1.23 1.73
C -1.65 1.50 0.24
C -0.23 1.89 -0.24
C 0.88 1.05 0.35
C 1.51 1.41 1.59
C 1.37 2.80 2.18
C -0.13 3.21 2.32
C 1.24 -1.76 1.84
H -1.43 2.05 3.64
H -2.54 0.66 2.11
H -2.40 2.27 -0.01
H -1.99 0.57 -0.26
H -0.16 1.78 -1.33
H -0.03 2.95 -0.05
H 1.55 0.55 -0.40
H 2.47 0.92 1.80
H 1.93 3.55 1.57
H 1.85 2.85 3.17
H -0.24 3.96 3.12
H -0.50 3.74 1.42
H 0.98 -2.47 2.63
H 2.29 -1.47 1.90
H 1.04 -2.25 0.86
P 1.80 -1.02 -1.94
P -2.12 -0.25 -2.35
N 3.15 0.00 -2.57
N 2.32 -2.48 -2.95
N -2.08 1.28 -3.35
N -3.52 -0.92 -3.21
C 0.61 -0.34 -3.16
C -0.74 -1.09 -3.26
C 4.42 -0.05 -1.97
C 5.30 0.75 -2.69
C 4.58 1.29 -3.79
C 3.27 0.85 -3.68
C 2.46 -3.82 -2.56
C 3.04 -4.54 -3.61
C 3.25 -3.63 -4.69
C 2.75 -2.39 -4.28
C -1.98 2.60 -2.88
C -1.93 3.48 -3.95
C -1.91 2.68 -5.14
C -1.97 1.35 -4.74
C -4.38 -0.28 -4.13
C -5.26 -1.21 -4.65
C -4.98 -2.47 -4.03
C -3.91 -2.27 -3.17
H 1.07 -0.37 -4.16
H 0.46 0.73 -2.95
H -1.01 -1.15 -4.32
H -0.65 -2.12 -2.89
H 4.58 -0.65 -1.09
H 6.35 0.90 -2.46
H 4.98 1.89 -4.60
H 2.44 1.07 -4.34
H 2.12 -4.15 -1.59
H 3.30 -5.59 -3.61
H 3.74 -3.81 -5.64
H 2.67 -1.47 -4.82
H -2.01 2.83 -1.83
H -1.91 4.56 -3.89
H -1.87 3.03 -6.16
H -2.07 0.45 -5.34
H -4.28 0.77 -4.34
H -6.01 -1.00 -5.41
H -5.52 -3.40 -4.20
H -3.39 -2.97 -2.52
C 1.14 1.75 7.00
N 0.79 0.52 6.35
C 1.26 -0.69 6.94
C 0.31 0.53 4.98
C -0.83 -0.43 4.72
C -1.68 -0.79 5.78
C -2.57 -1.86 5.63
C -2.66 -2.52 4.40
C -1.90 -2.06 3.30
C -1.02 -0.98 3.44
H 2.09 1.60 7.55
H 0.36 2.04 7.73
H 1.23 2.55 6.26
H 0.47 -1.19 7.53
H 1.64 -1.42 6.20
H 2.07 -0.44 7.64
H 0.01 1.56 4.79
H 1.14 0.31 4.28
H -1.59 -0.25 6.73
H -3.19 -2.17 6.47
H -3.30 -3.40 4.30
H -2.00 -2.53 2.32


ORCA calculation (wB97M-V/def2-TZVPD) on a molecular structure, C36H47N6O6SeSi2W.

Summary:
E_LUMO (alpha / beta): 0.0843 / 0.0804 Ha
Spin multiplicity: 1
Frontier orbital gap (alpha / beta): 0.2141 / 0.2120 Eh
Total charge: -1
E_HOMO (alpha / beta): -3.5 / -3.6 eV

Positions of all 99 atoms, in Å:
W 0.19 -0.10 0.33
O -3.69 0.67 0.25
C -2.66 1.06 0.71
N -1.63 0.18 1.21
C -1.80 0.12 2.62
C -3.01 0.24 3.29
C -3.04 0.17 4.68
C -1.86 0.00 5.39
C -0.65 -0.13 4.73
C -0.61 -0.08 3.33
N 0.48 -0.27 2.48
C 1.71 -0.45 3.01
O 2.10 -0.19 4.14
C 2.62 -1.09 2.02
C 3.94 -1.33 2.32
C 4.73 -1.98 1.39
C 4.12 -2.41 0.23
C 2.79 -2.12 0.02
N 2.04 -1.42 0.88
C -2.44 2.56 0.86
C -3.52 3.39 0.60
C -3.35 4.77 0.63
C -2.09 5.26 0.93
C -1.09 4.35 1.22
N -1.25 3.03 1.20
H -3.93 0.36 2.74
H -3.99 0.25 5.20
H -1.88 -0.05 6.48
H 0.26 -0.27 5.28
H 4.31 -0.99 3.28
H 5.78 -2.16 1.57
H 4.66 -2.96 -0.53
H 2.29 -2.44 -0.88
H -4.47 2.93 0.35
H -4.17 5.44 0.43
H -1.89 6.32 0.93
H -0.09 4.70 1.47
C 1.42 2.76 2.93
C 2.17 2.36 1.71
N 1.77 1.54 0.75
C 2.79 1.51 -0.17
C 3.81 2.30 0.24
N 3.40 2.82 1.43
C 5.17 2.62 -0.28
O 5.50 2.13 -1.44
O 5.90 3.33 0.37
C 2.67 0.57 -1.31
O 3.51 0.56 -2.22
O 1.66 -0.18 -1.25
H 0.35 2.68 2.76
H 1.67 3.79 3.20
H 1.68 2.11 3.77
H 3.97 3.45 1.97
H 4.77 1.53 -1.83
C -2.71 -1.86 -1.15
Si -0.87 -2.20 -0.82
C -1.00 -3.75 0.38
C -1.29 -3.20 1.79
C -2.13 -4.72 0.04
C 0.32 -4.53 0.45
C -0.35 -2.81 -2.63
C -0.77 -1.73 -3.64
C -1.02 -4.13 -3.01
C 1.16 -3.02 -2.82
H -3.17 -2.61 -1.81
H -2.85 -0.88 -1.60
H -3.27 -1.85 -0.21
H -2.20 -2.60 1.80
H -0.47 -2.58 2.15
H -1.42 -4.03 2.50
H -3.09 -4.20 -0.02
H -2.21 -5.48 0.83
H -1.97 -5.23 -0.91
H 1.15 -3.89 0.76
H 0.57 -4.99 -0.51
H 0.25 -5.34 1.20
H -1.84 -1.55 -3.62
H -0.49 -2.05 -4.65
H -0.27 -0.79 -3.43
H -2.11 -4.09 -2.89
H -0.63 -4.96 -2.42
H -0.82 -4.34 -4.07
H 1.71 -2.08 -2.68
H 1.37 -3.37 -3.84
H 1.56 -3.77 -2.13
C -1.60 1.82 -4.62
Si -0.85 2.72 -3.18
C 0.90 3.28 -3.54
C -1.95 4.11 -2.62
Se -0.75 1.24 -1.48
H -1.80 2.51 -5.45
H -2.53 1.35 -4.31
H -0.93 1.04 -4.98
H 0.99 3.77 -4.52
H 1.56 2.41 -3.51
H 1.23 3.98 -2.77
H -2.05 4.88 -3.40
H -1.55 4.57 -1.72
H -2.94 3.71 -2.39


ORCA calculation (wB97M-V/def2-TZVPD) on a molecular structure, C36H47N8RbS5.

Summary:
E_LUMO: 0.1086 Ha
Spin multiplicity: 1
Frontier orbital gap: 0.1686 Eh
Total charge: -2
E_HOMO: -1.6 eV

Positions of all 97 atoms, in Å:
Rb -0.74 0.46 0.92
C -3.58 0.28 -1.00
N -3.34 -0.92 -0.21
C -3.08 -2.06 -1.08
C -4.36 -1.12 0.78
C -5.39 -2.03 0.60
C -6.38 -2.22 1.56
C -6.34 -1.46 2.72
C -5.33 -0.54 2.92
C -4.30 -0.33 1.97
N -3.23 0.47 2.18
C -3.26 1.55 3.00
C -4.36 2.44 3.08
C -4.32 3.60 3.83
C -3.18 3.93 4.54
C -2.08 3.08 4.50
C -2.10 1.91 3.75
N -0.99 1.01 3.70
C 0.30 1.54 4.09
C -1.28 -0.25 4.37
H -4.54 0.22 -1.55
H -2.78 0.40 -1.73
H -3.62 1.15 -0.34
H -3.90 -2.27 -1.78
H -2.89 -2.94 -0.47
H -2.19 -1.84 -1.67
H -5.42 -2.63 -0.30
H -7.17 -2.95 1.40
H -7.11 -1.59 3.48
H -5.28 0.02 3.84
H -5.25 2.20 2.50
H -5.18 4.26 3.83
H -3.14 4.84 5.14
H -1.20 3.34 5.06
H 0.40 1.71 5.18
H 0.49 2.48 3.57
H 1.08 0.83 3.80
H -1.27 -0.14 5.47
H -0.53 -1.00 4.09
H -2.26 -0.60 4.05
S 2.76 0.59 0.21
C 3.32 2.05 0.97
C 4.61 2.07 1.49
C 5.17 3.20 2.09
C 6.52 3.16 2.55
N 7.61 3.12 2.91
C 4.39 4.37 2.20
C 3.09 4.35 1.72
C 2.51 3.24 1.09
S 0.89 3.38 0.51
C 4.92 5.55 2.79
N 5.34 6.52 3.26
H 5.20 1.17 1.42
H 2.48 5.24 1.82
S -0.30 -3.28 1.37
C 0.33 -4.75 1.04
N 1.57 -5.17 1.40
C 2.09 -6.31 0.67
C 0.88 -7.19 0.40
S -0.47 -6.00 0.08
H 2.21 -4.44 1.68
H 2.83 -6.84 1.27
H 2.55 -6.01 -0.28
H 0.61 -7.79 1.27
H 1.01 -7.84 -0.46
C 2.76 -2.17 -5.19
C 2.40 -3.45 -4.42
C 2.29 -3.24 -2.91
C 1.14 -2.31 -2.49
N 1.55 -0.92 -2.47
C 0.82 0.12 -2.97
S -0.57 -0.10 -3.90
N 1.34 1.33 -2.68
C 0.64 2.59 -2.91
C 0.68 3.10 -4.36
C 2.06 3.56 -4.84
C 2.98 2.40 -5.25
H 2.86 -2.38 -6.25
H 3.70 -1.76 -4.82
H 1.98 -1.42 -5.06
H 3.15 -4.22 -4.62
H 1.44 -3.83 -4.79
H 3.23 -2.81 -2.54
H 2.16 -4.21 -2.42
H 0.77 -2.61 -1.51
H 0.31 -2.39 -3.20
H 2.22 -0.67 -1.75
H 1.95 1.32 -1.85
H 1.12 3.32 -2.26
H -0.40 2.50 -2.59
H -0.01 3.96 -4.40
H 0.28 2.34 -5.02
H 2.54 4.15 -4.05
H 1.93 4.22 -5.70
H 3.19 1.75 -4.40
H 3.93 2.78 -5.64
H 2.51 1.80 -6.03


ORCA calculation (wB97M-V/def2-TZVPD) on 9 unconnected molecules or ions with the total composition C36H48O18.

Summary:
Structure (SMILES): O=C1C=C(O)C(=O)C=C1O.O=C1C=C(O)C(=O)C=C1O.O=C1C=C(O)C(=O)C=C1O.CC(C)=O.CC(C)=O.CC(C)=O.CC(C)=O.CC(C)=O.CC(C)=O
E_LUMO: -0.1181 Ha
Spin multiplicity: 1
Frontier orbital gap: 0.2153 Eh
E_HOMO: -9.1 eV

Positions of all 102 atoms, in Å:
O -2.88 1.63 -0.62
C -3.49 1.29 -1.57
C -4.28 2.31 -2.26
C -5.00 1.92 -3.51
O -5.60 2.81 -4.39
C -5.02 0.47 -4.03
O -5.65 0.06 -4.94
C -4.01 -0.42 -3.47
C -3.35 -0.08 -2.13
O -2.58 -0.96 -1.35
H -4.38 3.31 -1.98
H -5.26 3.61 -4.26
H -3.77 -1.39 -3.78
H -2.02 -0.41 -0.86
O 3.40 4.67 -1.95
C 3.59 3.59 -1.27
C 4.15 2.50 -1.97
C 4.44 1.15 -1.18
O 4.87 0.02 -1.85
C 4.37 1.10 0.27
O 4.88 0.15 0.87
C 3.70 2.20 0.85
C 3.45 3.48 0.19
O 2.98 4.62 0.70
H 4.28 2.33 -3.05
H 4.88 0.22 -2.79
H 3.84 2.11 2.02
H 3.28 5.20 0.19
O -0.55 3.77 2.05
C -0.03 3.04 2.86
C 1.28 3.36 3.43
C 1.85 2.39 4.52
O 3.00 2.61 5.11
C 1.04 1.26 4.96
O 1.60 0.49 5.88
C -0.27 1.01 4.42
C -0.83 1.97 3.32
O -2.12 1.71 2.87
H 1.58 4.20 3.05
H 3.50 3.25 4.67
H -0.74 0.28 4.80
H -2.15 2.32 2.17
C -0.25 5.50 -2.63
C -0.12 4.09 -3.29
C 0.10 2.88 -2.41
O -0.03 4.00 -4.56
H -1.24 5.54 -2.25
H -0.20 6.05 -3.62
H 0.56 5.88 -2.02
H -0.92 2.46 -2.13
H 0.69 3.07 -1.61
H 0.93 2.31 -2.90
C 1.25 -0.85 1.91
C 0.14 -0.80 0.93
C 0.40 -0.05 -0.41
O -1.09 -1.18 1.16
H 1.72 -1.79 1.70
H 0.76 -0.86 2.88
H 1.92 0.08 1.79
H 1.54 0.03 -0.40
H 0.07 0.89 -0.73
H -0.03 -0.70 -1.26
C -0.84 -4.13 3.06
C -1.26 -5.10 1.92
C -1.76 -4.48 0.58
O -1.48 -6.20 2.17
H -1.55 -3.18 3.13
H 0.04 -3.59 2.61
H -0.61 -4.66 3.97
H -2.80 -3.97 0.52
H -1.56 -5.28 -0.19
H -0.85 -3.79 0.31
C 0.06 -3.48 -5.26
C 0.75 -2.74 -4.19
C 2.31 -2.59 -4.32
O 0.11 -2.33 -3.23
H 0.77 -4.30 -5.61
H -0.06 -2.85 -5.95
H -1.02 -3.89 -5.15
H 2.68 -1.72 -3.76
H 2.66 -2.52 -5.25
H 2.89 -3.41 -3.84
C 2.60 -4.82 0.72
C 3.82 -4.11 0.03
C 3.51 -2.93 -0.88
O 4.92 -4.48 0.34
H 1.84 -4.15 1.23
H 2.71 -5.65 1.47
H 2.09 -5.55 0.01
H 2.82 -3.13 -1.55
H 4.38 -2.73 -1.48
H 3.28 -1.85 -0.40
C -4.17 0.64 5.31
C -4.36 -0.68 4.64
C -4.27 -0.77 3.17
O -4.57 -1.70 5.30
H -5.16 0.79 5.49
H -3.54 1.22 4.63
H -3.50 0.68 6.00
H -3.46 -0.44 2.67
H -4.93 0.00 2.85
H -4.62 -1.82 2.80


ORCA calculation (wB97M-V/def2-TZVPD) on 10 unconnected molecules or ions with the total composition C36H49BN9.

Summary:
E_LUMO: 0.0895 Ha
Spin multiplicity: 1
Frontier orbital gap: 0.2796 Eh
Total charge: -1
E_HOMO: -5.2 eV

Positions of all 95 atoms, in Å:
B -19.41 4.37 -10.22
H -19.69 4.58 -8.96
H -18.16 4.54 -10.44
H -19.78 3.28 -10.43
H -19.98 5.33 -10.88
N -22.70 4.72 -9.69
C -23.54 4.37 -10.65
C -24.90 4.60 -10.08
C -24.80 4.75 -8.64
C -23.19 4.87 -8.41
H -21.59 4.85 -9.84
H -23.27 4.38 -11.80
H -25.88 4.50 -10.65
H -25.54 4.81 -7.83
H -22.65 5.11 -7.59
N -18.27 6.67 -9.05
C -18.43 7.99 -9.46
C -17.36 8.84 -8.74
C -16.72 7.84 -7.84
C -17.38 6.46 -8.06
H -18.90 5.90 -9.32
H -19.01 8.37 -10.14
H -17.08 9.99 -9.01
H -16.04 8.10 -7.18
H -17.22 5.40 -7.64
N -18.77 4.48 -5.88
C -19.67 4.95 -4.96
C -19.27 4.54 -3.45
C -18.05 3.66 -3.69
C -17.75 3.71 -5.22
H -18.91 4.40 -6.95
H -20.27 5.75 -5.35
H -19.62 4.64 -2.58
H -17.42 3.06 -2.96
H -16.99 3.08 -5.72
N -12.33 4.92 -9.85
C -13.48 5.56 -9.22
C -14.70 4.88 -9.86
C -14.18 3.99 -10.93
C -12.71 4.20 -10.97
H -11.27 5.33 -9.66
H -13.36 6.34 -8.43
H -15.74 5.12 -9.41
H -14.78 3.33 -11.81
H -12.06 3.55 -11.39
N -19.36 5.84 -15.16
C -18.99 6.14 -13.92
C -18.25 7.44 -13.90
C -18.60 8.08 -15.27
C -19.20 6.92 -16.03
H -19.75 4.90 -15.24
H -18.95 5.32 -13.08
H -17.69 8.10 -13.11
H -18.14 8.99 -15.83
H -19.26 6.87 -17.19
N -21.24 8.43 -12.95
C -22.13 7.66 -12.11
C -23.31 8.62 -11.92
C -22.91 9.96 -12.54
C -21.57 9.65 -13.18
H -20.51 7.81 -13.40
H -22.01 6.74 -11.81
H -24.07 8.37 -11.13
H -23.38 10.83 -12.33
H -20.95 10.32 -13.71
N -23.56 1.48 -9.59
C -22.41 0.69 -9.86
C -22.83 -0.83 -9.51
C -24.32 -0.62 -9.29
C -24.66 0.76 -9.32
H -23.49 2.52 -9.74
H -21.60 1.23 -10.13
H -22.00 -1.67 -9.53
H -25.06 -1.52 -9.12
H -25.56 1.31 -9.09
N -18.09 1.10 -11.17
C -18.62 0.18 -12.17
C -17.39 -0.56 -12.60
C -16.21 -0.14 -11.80
C -16.65 1.03 -10.93
H -18.69 1.86 -10.77
H -19.63 -0.01 -12.51
H -17.39 -1.39 -13.32
H -15.21 -0.65 -12.11
H -16.01 1.65 -10.28
N -19.68 3.21 -15.19
C -20.76 3.56 -14.35
C -21.97 3.93 -15.28
C -21.57 3.63 -16.74
C -20.21 3.05 -16.62
H -18.79 2.89 -14.87
H -20.43 3.53 -13.16
H -22.93 4.39 -14.84
H -22.13 3.82 -17.61
H -19.41 2.54 -17.38


Record order is preserved below.
ΔE to the lowest compared entry with this formula, charge and spin: 2.426, 0.624, 0.000, 2.460, 2.845 eV
Record order is preserved below.
Molar mass: 801.985, 978.780, 837.631, 768.762, 618.663 Da